[1]
C21H53B7F28N5O3 | ωB97M-V with the def2-TZVPD basis set

The geometry in XYZ format:
```
117
Properties=species:S:1:pos:R:3:mulliken_charge:R:1
C 3.62802 6.57073 -2.25507 -1.2345
C 2.46575 5.77457 -1.59480 -0.0982
N 2.94613 4.61822 -0.76620 0.4934
C 3.80851 3.61512 -1.25335 -0.1884
C 4.17627 2.90176 -0.11035 -1.1008
N 3.43652 3.35243 0.98912 0.1214
C 2.69029 4.40070 0.58388 -0.2529
C 3.37670 2.74175 2.30541 -0.7235
H 3.29685 7.32563 -2.96820 0.4132
H 4.20481 5.85821 -2.84477 0.3367
H 4.20290 7.05574 -1.46616 0.3275
H 1.66119 5.38884 -2.22091 -0.0637
H 1.94613 6.37462 -0.84778 0.3504
H 4.18352 3.63144 -2.26602 0.4866
H 4.86411 2.07040 -0.06431 0.6674
H 1.94575 4.97758 1.11233 0.4909
H 3.59411 3.51023 3.04721 0.3658
H 4.05813 1.89264 2.25266 0.3749
H 2.40980 2.23860 2.31203 0.1402
C -0.69729 -3.07455 3.83098 -0.8668
N -2.00575 -2.45947 4.26556 0.3903
C -3.07538 -3.55546 4.42567 -0.8538
C -1.73978 -1.84896 5.63227 -1.0216
C -2.50568 -1.46157 3.18825 0.1415
C -2.01540 0.01424 3.42967 -0.7248
O -0.57957 0.11547 3.48383 -0.4422
H -0.15561 -3.63868 4.59022 0.4108
H 0.00575 -2.30246 3.51840 0.3062
H -0.87799 -3.76066 3.00351 0.2646
H -3.26440 -3.82224 3.38587 0.3284
H -4.01196 -3.12358 4.77837 0.3591
H -2.68271 -4.33875 5.07403 0.3376
H -2.62751 -1.28486 5.91831 0.4182
H -0.84611 -1.22536 5.65637 0.2865
H -1.58268 -2.60359 6.40295 0.3989
H -3.59265 -1.49342 3.26294 0.2884
H -2.29121 -1.88413 2.20665 -0.3986
H -2.55516 0.47414 4.25746 0.4186
H -2.28612 0.72640 2.65015 0.5392
H -0.43185 1.05575 3.60897 0.5277
C -1.89522 1.37040 -0.56855 -0.6029
N -0.42789 1.24283 -1.06223 1.8144
C 0.54063 1.31744 0.17502 -0.3656
C -0.21438 -0.18176 -1.56658 -0.6317
C 0.10322 2.20893 -2.14082 0.2676
C -0.50788 3.60913 -2.12579 -1.8108
O -0.12990 4.14247 -0.92159 0.3623
H -2.51882 1.18238 -1.44255 0.2185
H -2.02684 2.43368 -0.36803 0.3824
H -1.99432 0.68207 0.27078 -0.3023
H 0.41556 0.44074 0.81051 0.1742
H 0.38122 2.26647 0.68692 0.0460
H 1.55073 1.30049 -0.23428 -0.1555
H 0.84554 -0.25701 -1.80951 0.1481
H -0.79724 -0.28136 -2.48225 0.2505
H -0.60548 -0.94766 -0.89685 0.0701
H -0.02468 1.81249 -3.14808 0.4322
H 1.19186 2.26257 -2.13197 -0.0568
H -1.58548 3.54785 -2.27792 0.3966
H -0.13817 4.24590 -2.92949 0.4391
H -0.85660 4.72132 -0.67987 0.0141
C 0.76049 -7.22429 -2.20617 -0.8331
N 0.86856 -5.90640 -1.40200 0.3997
C -0.16380 -4.93794 -2.04523 -1.0001
C 0.34286 -6.11944 0.05252 -1.0200
C 2.33721 -5.53843 -1.45800 -0.9075
C 2.57549 -4.10139 -1.02884 -0.2160
O 2.22862 -3.18066 -2.08843 -0.4047
H -0.26104 -7.52571 -2.43796 0.3305
H 1.11981 -8.05964 -1.60519 0.4055
H 1.45784 -7.19194 -3.04328 0.3245
H 0.26069 -4.67741 -3.01479 0.4168
H -0.19963 -4.05591 -1.40583 0.1347
H -1.11191 -5.47255 -2.10334 0.5359
H -0.64584 -6.54631 -0.11588 0.4979
H 0.21764 -5.13606 0.50570 0.3105
H 0.93754 -6.68733 0.76804 0.2665
H 2.75398 -5.69913 -2.45227 0.3556
H 2.82572 -6.27764 -0.82315 0.3846
H 3.62734 -4.03663 -0.75044 0.5066
H 2.14536 -3.78372 -0.07901 0.2629
H 2.46804 -2.30573 -1.77412 0.2063
B -2.37370 6.44779 -1.74358 0.4370
F -2.92505 5.36861 -2.36232 -0.3435
F -2.01448 6.18959 -0.36181 -0.4499
F -1.22830 6.89593 -2.34856 -0.3537
F -3.30034 7.45020 -1.69767 -0.3755
B -3.64241 -0.19670 -3.64081 0.1841
F -3.21746 -1.17029 -2.80062 0.1260
F -4.30545 -0.91625 -4.59330 -0.2885
F -4.44882 0.54618 -2.87164 -0.1389
F -2.51290 0.46446 -4.06156 -0.2841
B -2.63753 -3.73075 0.01781 0.2002
F -2.81432 -3.82107 -1.31543 -0.3010
F -1.43055 -3.12878 0.35412 -0.2187
F -3.63287 -3.04706 0.63800 -0.0945
F -2.53527 -5.03007 0.49222 -0.3837
B 2.39938 0.82846 -4.66384 0.3419
F 3.28908 0.23776 -5.56670 -0.4052
F 3.07813 1.85459 -3.98812 -0.2900
F 1.39685 1.31546 -5.54217 -0.4170
F 1.91272 -0.19463 -3.82921 -0.2013
B 4.14863 -0.74395 0.00684 0.2503
F 4.10744 -2.03732 0.51813 -0.3454
F 3.61691 0.15423 0.90149 -0.1023
F 5.46250 -0.31844 -0.09574 -0.3916
F 3.43397 -0.68688 -1.18130 -0.4251
B -0.40210 3.71376 3.60990 0.3478
F -1.06405 3.48616 2.41187 -0.3886
F -1.10594 4.30532 4.64531 -0.3637
F 0.10264 2.51189 3.88022 -0.3026
F 0.63949 4.56440 3.34476 -0.3938
B -5.39845 0.26544 0.94181 0.2314
F -6.54201 0.91243 0.71833 -0.3214
F -4.55262 0.25446 -0.13304 0.0395
F -4.83006 0.84520 2.04768 -0.3586
F -5.60004 -1.05311 1.10428 -0.2816
```

Results
Charge: -2
Maximum force, eV Å⁻¹: 4.2
Expectation value of S²: 0.754
E_LUMO (alpha / beta), eV: 2.6 / -2.6
Spin multiplicity: 2
DFT total energy, eV: -117093.0160

[2]
C2H2OS | ωB97M-V with the def2-TZVPD basis set

The geometry in XYZ format:
```
6
Properties=species:S:1:pos:R:3:mulliken_charge:R:1
C -0.36721 0.80946 -0.39660 0.2545
C -0.01077 -0.55028 0.23192 -0.0354
O 1.29804 -0.45908 0.30092 -0.5653
S 0.06822 2.26078 -0.76411 -0.0626
H -0.79701 -0.61464 1.12584 0.1987
H -0.19127 -1.44623 -0.49797 0.2101
```

Results
Maximum force, eV Å⁻¹: 2.7
ΔE to the lowest compared entry with this formula, charge and spin, kJ/mol: 291.0
E_LUMO (alpha / beta), eV: -1.4 / -1.4
DFT total energy, eV: -14984.6957

[3]
C3H10O3SSi | ωB97M-V with the def2-TZVPD basis set

The geometry in XYZ format:
```
18
Properties=species:S:1:pos:R:3:mulliken_charge:R:1
O 2.92283 1.28492 0.55609 -0.5084
Si 3.04050 0.42977 -0.68370 0.6074
O 4.10885 -0.72045 -0.92355 -0.3942
H 2.37116 0.11567 -1.92365 -0.0680
H 4.76908 -1.04608 -0.33329 0.3262
C -2.89606 0.36759 -0.45745 -1.2004
C -1.83153 -0.17708 0.55546 -0.3270
C -0.53226 -0.47847 -0.16514 -0.7009
S 0.73600 -1.08352 1.03754 0.0353
O 0.48810 0.27295 2.20546 -0.4846
H -2.34248 0.96235 -1.16214 0.3333
H -3.42845 -0.39770 -0.96611 0.3208
H -3.60009 1.02722 0.00710 0.3564
H -2.35416 -1.03446 1.02236 0.2649
H -1.70186 0.53009 1.26054 0.3968
H -0.18758 0.38851 -0.74416 0.3593
H -0.46464 -1.36551 -0.92647 0.3394
H 0.90259 0.92421 1.64110 0.3437
```

Results
Structure (SMILES): O=[SiH]O.CCCSO
Maximum force, eV Å⁻¹: 4.9
ΔE to the lowest compared entry with this formula, charge and spin, kJ/mol: 232.4
E_LUMO, eV: 0.3
DFT total energy, eV: -28128.4272

- Which of these has the highest DFT total energy?
  C2H2OS

- Among the records above, which one has the highest maximum force?
  C3H10O3SSi